(1)
Formula: C45H90ClN5O19P4
Source: the OMol25 dataset
Level of theory: ωB97M-V/def2-TZVPD

```
164
Properties=species:S:1:pos:R:3:lowdin_charge:R:1
Cl -3.78261 -10.15159 -1.47209 0.71
P 5.13854 3.40000 1.29103 0.50
P 4.19899 9.23503 -5.85402 0.49
P 4.28089 -1.26523 7.22851 0.50
P -8.24425 0.61647 2.80983 0.49
O -8.08090 2.06312 3.03904 -0.21
O 6.00387 4.01771 2.31282 -0.21
O 4.78901 -1.79317 8.63835 -0.19
O -7.25647 0.19484 1.59456 -0.20
O 2.74228 -0.91366 7.59161 -0.19
O -7.02763 -5.94418 1.58347 0.11
O 5.32219 4.41017 0.01503 -0.22
O 4.18771 10.86071 -5.67858 -0.22
O 4.95675 0.21262 7.39010 -0.22
O 2.83720 8.95652 -6.34454 -0.21
O -9.68528 0.53834 2.04088 -0.22
O 4.26998 8.78459 -4.30182 -0.19
O 5.73916 9.15950 -6.23821 -0.20
O 4.35749 -1.49750 5.77378 -0.22
O 3.36590 -2.16560 0.34755 0.07
O 3.63396 3.03003 0.95195 -0.19
O 5.89319 2.09101 0.71849 -0.19
O -5.01436 -5.02044 1.25169 0.07
O -8.40757 -0.78221 3.53876 -0.19
N -3.53299 -2.30724 -2.86464 0.02
N -2.06434 -6.88377 -2.84885 0.22
N -1.39292 -9.12844 -2.93487 -0.01
N -4.43100 -7.64644 -1.46893 0.14
N 1.30012 -2.72749 -0.46109 0.05
C -8.76943 -1.96803 2.79669 -0.24
C 7.05391 6.07206 -0.16883 -0.07
C -4.62680 -2.96318 -5.06868 -0.25
C -4.16946 -6.35128 -1.81551 -0.16
C -3.73350 -3.65859 -2.50122 -0.23
C -6.18418 -5.59050 0.80190 -0.47
C -2.66284 -10.18362 -4.78637 -0.10
C -10.83090 2.44000 1.09193 -0.08
C -7.61765 -2.94437 2.77006 -0.06
C 5.37077 0.32485 2.32519 -0.07
C 3.25261 2.59051 -0.36759 -0.25
C -1.50064 -4.17875 -3.51292 -0.12
C -5.11259 -5.35994 -1.46468 -0.17
C 1.63980 -3.08956 7.78113 -0.07
C 3.35635 11.68047 -6.50345 -0.29
C -5.03084 -2.40212 -6.45047 -0.10
C 4.68803 6.37524 -4.37592 -0.07
C 1.69997 -1.74573 7.07936 -0.27
C 6.73765 9.80859 -5.42478 -0.25
C 2.24746 -2.56441 0.57020 -0.52
C -2.32327 -8.12189 -2.55769 -0.35
C 1.64114 -3.75100 -1.44299 -0.21
C 7.61354 8.78004 -4.74563 -0.07
C -1.45153 -9.34578 -4.39393 -0.26
C 5.61591 5.79297 0.21380 -0.29
C -5.89559 0.62810 1.62461 -0.28
C 2.19450 12.22258 -5.69957 -0.08
C -2.77721 -4.59802 -2.82289 -0.11
C 4.57365 -1.02338 9.83886 -0.25
C 2.84515 1.13699 -0.31928 -0.07
C 0.89215 -3.52486 -2.76726 -0.18
C -10.69841 1.51723 2.28403 -0.29
C -5.07456 -0.12602 2.65404 -0.07
C -3.00482 -5.95487 -2.49575 -0.13
C -3.82303 -1.94929 -4.27393 -0.21
C -6.36388 -5.74040 -0.70453 -0.03
C 1.75905 -2.88004 1.96962 0.01
C -0.62225 -3.39275 -2.49776 -0.18
C -3.52513 -8.47499 -1.85994 -0.63
C 5.38255 1.72021 5.55358 -0.07
C -4.90159 -4.06275 -1.81178 0.04
C 6.44572 1.14853 1.64279 -0.26
C 3.77243 7.49796 -3.92665 -0.27
C 5.95581 0.66352 6.46997 -0.28
C 3.59951 -1.73306 10.75154 -0.07
H -5.07005 -1.19515 2.44063 0.06
H -4.38586 -1.01286 -4.25363 0.12
H -2.88538 -1.71854 -4.79227 0.11
H 7.92670 8.00745 -5.44809 0.08
H -5.43624 -1.39511 -6.37611 0.07
H 2.34167 0.84768 -1.24281 0.08
H 5.67861 6.48287 -3.93394 0.06
H -7.95280 -3.91771 2.41742 0.06
H -4.04390 0.23051 2.65454 0.08
H 3.71726 0.49688 -0.20134 0.06
H 4.81370 6.38027 -5.46176 0.08
H 3.84663 -2.79108 10.84089 0.08
H -2.78505 -10.16898 -5.87161 0.07
H 6.36093 -0.16902 5.89463 0.10
H 4.04291 2.74101 -1.09769 0.11
H -7.17566 -3.05734 3.76010 0.09
H -3.58404 -9.76404 -4.38044 0.05
H 3.69423 7.50258 -2.83935 0.11
H -4.46223 -5.69839 1.65779 0.12
H -11.12526 1.87475 0.20640 0.07
H 0.76780 -1.20260 7.23417 0.12
H 4.79048 -0.23909 1.59447 0.06
H -5.56118 -3.19132 -4.55087 0.11
H 4.67545 0.96555 2.87035 0.06
H -5.62539 -3.30047 -1.54245 0.13
H -2.55470 -11.22065 -4.47334 0.07
H 2.58211 -3.63277 7.67329 0.08
H 1.13333 -4.30053 -3.49292 0.11
H -5.78483 -3.08035 -6.85251 0.07
H 8.49706 9.25930 -4.32253 0.08
H -9.61948 -2.40564 3.31952 0.12
H 0.40898 -2.90786 -0.01763 0.10
H -5.84604 1.70340 1.80723 0.11
H 6.77165 1.08275 7.06201 0.12
H 3.00146 11.12810 -7.37303 0.11
H -11.63326 0.97618 2.44412 0.12
H -11.58018 3.21084 1.27886 0.08
H 1.26223 -2.56131 -3.12972 0.11
H -0.94096 -2.35633 -2.45133 0.11
H -0.81752 -3.87484 -1.53353 0.10
H 7.33385 10.41643 -6.10517 0.12
H -10.48606 2.08356 3.19032 0.11
H -9.09334 -1.73239 1.78705 0.11
H -1.71321 -3.54052 -4.37048 0.10
H -5.48667 0.00392 3.65774 0.08
H 6.12770 2.04657 4.82557 0.07
H -4.00278 -1.68661 -2.22425 0.11
H -5.49332 0.45129 0.62647 0.11
H -0.94422 -5.05705 -3.82712 0.09
H 1.37649 -4.76777 -1.11696 0.12
H 1.45821 -2.96331 8.84820 0.07
H -1.52926 -8.39890 -4.94430 0.10
H 6.29390 10.47568 -4.69158 0.11
H 0.81593 -2.35448 2.15019 0.08
H 7.30697 7.11955 0.00499 0.08
H 5.81601 -0.38016 3.02853 0.08
H 7.73553 5.44563 0.40602 0.08
H 5.05352 2.58730 6.12792 0.08
H 2.70808 -3.75809 -1.65765 0.12
H 0.83858 -3.70120 7.36528 0.08
H 4.28159 5.40824 -4.07826 0.08
H 7.10415 0.49760 1.06801 0.12
H 2.49040 -2.51280 2.68373 0.08
H -9.87953 2.92221 0.86798 0.08
H 1.53563 12.82489 -6.32711 0.08
H 1.61531 11.41063 -5.26027 0.08
H 2.40886 3.21354 -0.66606 0.12
H -6.64780 -6.77391 -0.87890 0.12
H 1.55202 -3.94597 2.06328 0.09
H 2.58464 -1.66304 10.36145 0.06
H -7.16404 -5.05729 -0.99172 0.13
H 2.18124 0.94373 0.52418 0.08
H -0.47519 -8.76313 -2.70556 0.12
H 1.82063 -1.88107 6.00241 0.10
H 7.07544 8.28991 -3.93476 0.06
H 4.22833 -0.01722 9.62010 0.11
H 7.21563 5.84416 -1.22396 0.07
H -4.18005 -2.46531 -7.12924 0.07
H 7.06575 1.66374 2.38029 0.10
H 3.61222 -1.27705 11.74203 0.08
H -4.07248 -3.88101 -5.26795 0.11
H 5.54632 -0.93986 10.32318 0.12
H 4.51251 1.34111 5.01986 0.06
H 2.55824 12.84300 -4.87927 0.08
H 5.42126 6.09443 1.24260 0.11
H 4.94283 6.36438 -0.43042 0.11
H 3.97707 12.50280 -6.86530 0.12
H -6.83202 -2.59607 2.09865 0.06
H -0.53761 -9.82462 -4.74465 0.11
H 2.76516 7.35203 -4.32175 0.11
```

Multiplicity: 1
SMILES string: CCCNc1cc(CC(=O)O)c2nc(Cl)c(NCC)nc2c1CCCCNC(C)=O.CCOP(=O)(OCC)OCC.CCOP(=O)(OCC)OCC.CCOP(=O)(OCC)OCC.CCOP(=O)(OCC)OCC
Energy, hartree: -5297.90661
Orbital gap, eV: 8.0

(2)
Formula: C17H12IrN4O4
Source: the OMol25 dataset
Level of theory: ωB97M-V/def2-TZVPD

```
38
Properties=species:S:1:pos:R:3:lowdin_charge:R:1
Ir -0.02122 -0.05971 0.00789 1.40
O -2.21278 5.99004 0.58049 0.16
O -3.40952 1.68527 1.39115 0.17
O -1.82915 0.16090 0.95303 -0.09
O -3.61766 4.42300 1.31379 0.18
N 0.43929 3.06141 -0.43785 0.07
N -0.25134 1.98508 -0.04160 -0.12
N -0.28436 -2.67331 -1.20084 0.14
N 0.17900 -2.12528 -0.11562 -0.09
C -0.76711 -1.83148 -2.10032 -0.24
C 1.14421 -2.40423 2.07548 0.01
C -1.24289 0.45920 -2.72674 -0.05
C -1.39786 2.42727 0.46007 -0.14
C -0.71808 -0.40941 -1.81593 -0.16
C 0.62056 -4.37649 0.68789 0.06
C 1.62892 -3.23084 3.04270 0.00
C -1.34468 -2.30027 -3.31210 0.07
C -1.45494 3.82002 0.38613 0.00
C -2.32301 1.38721 0.98079 -0.50
C -2.49526 4.84578 0.78563 -0.48
C 0.63517 -2.95019 0.86555 -0.19
C -0.25008 4.18427 -0.19282 0.07
C 1.11713 -5.18597 1.66481 0.00
C -1.81110 -0.02812 -3.91950 0.05
C -1.85653 -1.40246 -4.20500 0.00
C 1.62998 -4.62984 2.84917 0.06
H -1.38395 -3.36832 -3.48462 0.14
H 0.10828 5.17716 -0.41507 0.17
H 2.02363 -5.27546 3.62344 0.14
H 0.21824 -4.75946 -0.23722 0.12
H 1.13525 -1.33042 2.22522 0.11
H -2.30725 -1.74921 -5.12424 0.14
H 1.35671 2.99154 -0.85264 0.18
H -2.23985 0.67584 -4.62178 0.14
H 1.11918 -6.25873 1.52961 0.14
H -3.71834 3.45768 1.41543 0.09
H -1.24042 1.52676 -2.55076 0.11
H 2.01008 -2.82209 3.96827 0.14
```

Multiplicity: 2
<S²>: 0.841
Energy, hartree: -1278.64656
ΔE to the lowest compared entry with this formula, charge and spin, kJ/mol: 21.9
Orbital gap (alpha / beta), eV: 5.9 / 4.8
Charge: +2

(3)
Formula: C18H42N6O6Tl
Source: the OMol25 dataset
Level of theory: ωB97M-V/def2-TZVPD

```
73
Properties=species:S:1:pos:R:3:lowdin_charge:R:1
Tl 1.46620 1.07822 0.24977 0.95
O 4.92342 2.05261 3.58016 0.09
O 0.31542 -3.32181 -1.60080 0.03
O -3.43020 -0.15665 0.56068 0.14
O 1.24270 -2.37453 3.61947 0.11
O -1.64137 4.54534 -0.81803 0.12
O -0.82728 0.69779 -3.96059 0.08
N 1.72364 -4.25939 -3.09003 0.04
N -2.13311 -0.08142 -5.62625 0.04
N -4.76090 -1.77813 -0.03250 0.07
N -1.76808 6.48676 -1.80423 0.05
N 5.44744 4.03986 4.37815 0.05
N 2.50578 -4.04411 3.87319 0.05
C -5.68838 0.31197 0.87398 0.03
C 5.44587 2.72546 4.44366 -0.56
C -2.09843 5.63335 -0.83614 -0.58
C -4.53814 -0.58400 0.49579 -0.55
C 2.04912 -5.01745 -4.24914 -0.06
C 6.32235 5.00875 5.03381 -0.02
C -6.03045 -2.41655 -0.23418 -0.06
C 1.61913 -3.18456 4.42915 -0.48
C -1.00309 0.37384 -5.15293 -0.55
C 0.47971 -4.14264 -2.53551 -0.44
C 3.32065 -4.94332 4.60357 -0.05
C 0.14189 0.53135 -6.03742 0.01
C -0.71067 -4.99301 -3.09459 0.02
C 1.13600 -3.21233 5.86457 0.04
C -0.76299 6.19480 -2.85949 -0.01
C 6.18168 2.02702 5.52863 0.02
C -3.16689 5.94034 0.21000 0.03
C -3.32332 -0.41957 -4.91940 -0.06
H 1.09727 0.70297 -5.54154 0.10
H 2.88204 -3.80809 2.96609 0.16
H -2.76050 5.60673 1.16480 0.09
H -6.41770 -0.26279 1.44480 0.09
H -0.85815 6.96739 -3.62248 0.10
H -5.98805 -3.24686 -0.93907 0.10
H 0.22567 6.29079 -2.41067 0.09
H 5.61791 5.83989 5.00121 0.10
H -0.90474 5.15442 -3.15212 0.09
H -3.30084 7.01175 0.35913 0.09
H -3.39201 -1.50197 -4.81082 0.09
H 6.77720 2.72449 6.11770 0.08
H -6.84051 -1.87141 -0.71866 0.10
H -5.43431 1.13698 1.53949 0.10
H -6.39745 -2.84870 0.69677 0.11
H 5.49601 1.58551 6.25184 0.10
H 7.19920 5.20171 4.41573 0.11
H -0.85867 -4.74222 -4.14497 0.08
H 4.70976 4.41940 3.80207 0.15
H 1.25299 -4.90427 -4.98499 0.09
H 1.07069 -4.25404 6.17868 0.09
H -6.18316 0.66352 -0.03139 0.10
H 6.40509 4.85863 6.11024 0.10
H -3.98023 -2.19359 -0.52040 0.16
H 2.45451 -3.69859 -2.67600 0.15
H 1.66737 -2.59883 6.59215 0.10
H 3.59496 -5.61133 3.78710 0.11
H -1.59936 -4.55880 -2.63655 0.08
H 4.19975 -4.58156 5.13686 0.11
H -2.39020 7.28146 -1.76538 0.15
H 2.14825 -6.04637 -3.90328 0.11
H -0.02146 1.38999 -6.68870 0.11
H -4.26147 0.03598 -5.23633 0.10
H 2.90164 -4.70543 -4.85241 0.10
H 6.76456 1.17866 5.16997 0.10
H 2.69059 -5.56489 5.23980 0.10
H -4.08104 5.44202 -0.11270 0.10
H -2.34853 0.08238 -6.59932 0.17
H -3.36346 -0.04077 -3.89813 0.08
H 0.15522 -2.73735 5.88878 0.10
H 0.27121 -0.43893 -6.51692 0.10
H -0.63779 -6.07587 -2.99368 0.10
```

Multiplicity: 1
Energy, hartree: -1662.35615
ΔE to the lowest compared entry with this formula, charge and spin, kJ/mol: 436.5
Orbital gap, eV: 1.5
Charge: +3

(4)
Formula: C2H4Br2N
Source: the OMol25 dataset
Level of theory: ωB97M-V/def2-TZVPD

```
9
Properties=species:S:1:pos:R:3:lowdin_charge:R:1
Br -2.17375 -0.03018 0.38731 0.58
Br 0.72016 1.07377 1.08673 0.54
N 2.03544 -1.81127 -1.06511 0.30
C 0.93283 -1.57525 -0.70483 0.18
C -1.21502 1.63340 0.74815 -0.87
H 2.80368 -1.87538 -1.77129 0.19
H -1.42197 2.20029 -0.14408 0.00
H -0.06013 -1.63761 -0.22292 0.05
H -1.62123 2.02224 1.68603 0.02
```

Multiplicity: 1
Energy, hartree: -5281.02972
ΔE to the lowest compared entry with this formula, charge and spin, kJ/mol: 126.2
Orbital gap, eV: 8.3
Charge: +1

Repeat the second record exactly.
Formula: C17H12IrN4O4
Source: the OMol25 dataset
Level of theory: ωB97M-V/def2-TZVPD

```
38
Properties=species:S:1:pos:R:3:lowdin_charge:R:1
Ir -0.02122 -0.05971 0.00789 1.40
O -2.21278 5.99004 0.58049 0.16
O -3.40952 1.68527 1.39115 0.17
O -1.82915 0.16090 0.95303 -0.09
O -3.61766 4.42300 1.31379 0.18
N 0.43929 3.06141 -0.43785 0.07
N -0.25134 1.98508 -0.04160 -0.12
N -0.28436 -2.67331 -1.20084 0.14
N 0.17900 -2.12528 -0.11562 -0.09
C -0.76711 -1.83148 -2.10032 -0.24
C 1.14421 -2.40423 2.07548 0.01
C -1.24289 0.45920 -2.72674 -0.05
C -1.39786 2.42727 0.46007 -0.14
C -0.71808 -0.40941 -1.81593 -0.16
C 0.62056 -4.37649 0.68789 0.06
C 1.62892 -3.23084 3.04270 0.00
C -1.34468 -2.30027 -3.31210 0.07
C -1.45494 3.82002 0.38613 0.00
C -2.32301 1.38721 0.98079 -0.50
C -2.49526 4.84578 0.78563 -0.48
C 0.63517 -2.95019 0.86555 -0.19
C -0.25008 4.18427 -0.19282 0.07
C 1.11713 -5.18597 1.66481 0.00
C -1.81110 -0.02812 -3.91950 0.05
C -1.85653 -1.40246 -4.20500 0.00
C 1.62998 -4.62984 2.84917 0.06
H -1.38395 -3.36832 -3.48462 0.14
H 0.10828 5.17716 -0.41507 0.17
H 2.02363 -5.27546 3.62344 0.14
H 0.21824 -4.75946 -0.23722 0.12
H 1.13525 -1.33042 2.22522 0.11
H -2.30725 -1.74921 -5.12424 0.14
H 1.35671 2.99154 -0.85264 0.18
H -2.23985 0.67584 -4.62178 0.14
H 1.11918 -6.25873 1.52961 0.14
H -3.71834 3.45768 1.41543 0.09
H -1.24042 1.52676 -2.55076 0.11
H 2.01008 -2.82209 3.96827 0.14
```

Multiplicity: 2
<S²>: 0.841
Energy, hartree: -1278.64656
ΔE to the lowest compared entry with this formula, charge and spin, kJ/mol: 21.9
Orbital gap (alpha / beta), eV: 5.9 / 4.8
Charge: +2